12
Properties=species:S:1:pos:R:3 method="wB97M-V/def2-TZVPD" smiles="C=PC1CC1" total_energy_ev=-13547.2178 lumo_energy_ha=0.0006 max_force_ev_per_a=4.093 orbital_gap_ev=8.8 homo_energy_ev=-8.8
C -0.95543 2.01639 0.06416
P 0.25415 1.36409 -1.05226
C -0.14372 -0.35240 -0.50134
C 0.77669 -1.47492 -0.49812
C 0.55340 -0.72138 0.73361
H -0.88278 3.08026 0.28254
H -1.54508 1.37779 0.69225
H -1.29496 -0.35815 -0.63200
H 1.65640 -1.34390 -1.12429
H 0.45475 -2.52822 -0.53648
H -0.15672 -1.05502 1.44968
H 1.28331 -0.00453 1.12224

12
Properties=species:S:1:pos:R:3 method="wB97M-V/def2-TZVPD" total_energy_ev=-8337.8366 lumo_energy_ha=0.0143 max_force_ev_per_a=0.601 orbital_gap_ev=9.9 homo_energy_ev=-9.5
O -0.53642 1.52385 -1.85729
C -0.47387 0.80511 -0.74596
C 0.79990 0.29925 -0.14173
C -0.20728 -0.19013 0.96866
O -0.08874 -0.72331 2.04263
C -1.32989 0.38065 0.21338
H -1.45573 1.76360 -2.03314
H 1.75078 -2.56115 0.66257
H 1.43989 1.12245 0.18924
H 1.38519 -0.40123 -0.74825
H 1.08743 -2.57375 0.99667
H -2.37124 0.55467 0.45324

15
Properties=species:S:1:pos:R:3 method="wB97M-V/def2-TZVPD" total_energy_ev=-5225.1253 lumo_energy_ha=-0.1220 max_force_ev_per_a=4.520 total_charge=+1 orbital_gap_ev=11.6 homo_energy_ev=-14.9
N 0.41383 -0.69277 2.51408
H 0.08618 -1.54743 2.95393
H 0.21646 -0.25729 0.42945
H 1.32713 -0.69291 2.75821
H 0.19661 0.34675 2.92824
C -1.39526 0.04230 -0.85387
N -0.01253 0.30895 -0.43842
C 0.94489 0.31778 -1.60755
H -2.02607 0.44840 -0.01058
H -1.59135 -0.94785 -1.19360
H -1.65225 0.64300 -1.72173
H 0.02826 1.28045 -0.15406
H 0.31484 0.06298 -2.51554
H 1.12410 1.42762 -1.91416
H 1.86926 -0.23742 -1.32120